Density functional theory data (ωB97M-V with the def2-TZVPD basis set) for an isolated molecule of C4H4Cl2OS at a distorted geometry.

highest occupied orbital energy: -0.32510 hartree
relative energy (zero: lowest compared OMol25 entry of this formula, charge and spin): 232.9 kJ/mol
E_LUMO: 0.392 eV
F_max: 3.46 eV/Å
energy: -42137.8267 eV

Geometry (Å):
C 0.236 0.413 0.139
C -0.620 -0.517 -0.664
C 0.552 -0.002 1.504
C -1.416 -0.001 -1.643
O 2.913 0.895 0.762
S 2.054 -0.232 0.537
Cl -0.239 -1.522 2.031
Cl -2.314 -0.880 -2.776
H 0.149 1.498 0.065
H -0.551 -1.502 -0.308
H 0.666 0.817 2.179
H -1.429 1.033 -1.827